Computed, not measured: 2 unconnected molecules or ions with the total composition CH2S3 in a non-equilibrium geometry, with the ωB97M-V functional and the def2-TZVPD basis.

Computed properties:
E_HOMO = -0.34608 Eh
ΔE to the lowest compared entry with this formula, charge and spin = 54.2 kcal per mole

The geometry in ORCA input format:
```
! RIJCOSX wB97M-V def2-TZVPD def2/J DEFGRID3
* xyz 0 1
C 2.75 0.50 -0.52
S -1.53 0.70 0.92
S 2.73 -0.52 0.62
S -2.09 -0.84 -0.29
H -1.00 1.63 -0.09
H -0.87 -1.47 -0.64
*
```

Computed, not measured: 2 unconnected molecules or ions with the total composition CH3BBr2O2 in a non-equilibrium geometry, with the ωB97M-V functional and the def2-TZVPD basis.

Computed properties:
E_HOMO (spin up / spin down) = -0.29119 / -0.29091 Eh
ΔE to the lowest compared entry with this formula, charge and spin = 84.9 kcal per mole

The geometry in ORCA input format:
```
! RIJCOSX wB97M-V def2-TZVPD def2/J DEFGRID3
* xyz 0 1
B -0.29 -0.33 0.09
C -1.46 -0.94 -0.73
O 0.28 0.72 -0.58
O -0.14 -0.78 1.27
Br 2.58 -2.19 -0.02
Br -2.94 -1.75 -0.01
H -1.67 -0.98 -1.86
H 1.23 0.88 -0.50
H 0.68 -0.77 1.85
*
```